The following is a DFT calculation (ωB97M-V/def2-TZVPD) of a molecular structure, C25H24BBrI2N9OPb at a distorted geometry.

LUMO level (spin up / spin down)   -9.325 / -9.323 eV
Expectation value of S²   0.761
Net charge   +2
2S+1   2
Relative energy (zero: lowest compared OMol25 entry of this formula, charge and spin)   48.8 kJ/mol
Highest occupied orbital energy (spin up / spin down)   -0.4835 / -0.4835 Ha
Total energy   -133927.5982 eV

```
64
Properties=species:S:1:pos:R:3:mulliken_charge:R:1
Pb 1.266 0.391 -0.498 1.39
C 2.848 3.663 -0.089 -1.28
C 1.493 3.578 0.555 0.46
C 0.754 4.573 1.182 -1.60
C -0.426 3.964 1.551 0.35
N -0.400 2.673 1.186 1.14
N 0.789 2.442 0.560 -0.47
B -1.468 1.520 1.249 -0.01
N -0.811 0.288 1.945 1.30
C -1.208 -0.263 3.094 0.05
C -0.237 -1.138 3.532 -1.48
C 0.778 -1.079 2.589 0.56
C 2.114 -1.743 2.692 -0.91
N 0.426 -0.204 1.623 -0.91
N -1.843 1.183 -0.233 0.98
C -2.946 1.565 -0.884 0.14
C -2.741 1.420 -2.244 -1.51
C -1.444 0.937 -2.372 0.60
C -0.683 0.660 -3.633 -1.13
N -0.907 0.812 -1.147 -0.53
N -2.741 1.829 1.990 0.33
C -3.190 2.814 2.817 -0.14
C -4.451 2.481 3.212 -1.20
C -4.723 1.247 2.582 0.69
C -5.968 0.413 2.692 -1.27
N -3.699 0.848 1.854 -0.98
H 3.374 4.551 0.253 0.40
H 2.761 3.725 -1.176 0.22
H 3.464 2.790 0.150 0.26
H 1.040 5.603 1.342 0.46
H -1.277 4.400 2.041 0.36
H -2.155 0.003 3.539 0.44
H -0.251 -1.738 4.430 0.47
H 2.035 -2.667 3.262 0.40
H 2.815 -1.085 3.210 0.28
H 2.540 -1.963 1.723 -0.07
H -3.814 1.915 -0.347 0.53
H -3.445 1.617 -3.040 0.51
H -1.324 0.179 -4.370 0.38
H 0.193 0.030 -3.462 0.09
H -0.326 1.595 -4.068 0.27
H -2.603 3.668 3.110 0.43
H -5.102 3.039 3.870 0.46
H -6.725 0.931 3.275 0.37
H -5.757 -0.541 3.176 0.29
H -6.381 0.188 1.708 0.30
I 6.002 -3.331 0.697 0.33
C 4.705 -3.609 -0.836 -0.42
C 4.897 -4.576 -1.767 -0.60
C 3.971 -4.746 -2.831 0.31
I 4.472 -6.139 -4.215 0.39
C 2.735 -3.993 -2.936 0.81
C 1.768 -4.214 -3.921 -0.53
C 0.601 -3.480 -3.895 -1.25
C 0.443 -2.520 -2.905 -0.40
N 1.374 -2.274 -1.970 0.09
C 2.473 -2.999 -1.990 -0.12
C 3.502 -2.683 -0.935 0.77
O 3.382 -1.735 -0.229 -0.43
H 5.769 -5.213 -1.712 0.39
H 1.932 -4.952 -4.696 0.27
H -0.176 -3.643 -4.630 0.43
H -0.461 -1.920 -2.856 0.84
Br 2.968 0.910 -2.806 -0.30
```